[1]
127
Properties=species:S:1:pos:R:3 method="wB97M-V/def2-TZVPD" charge=0 smiles="CC1(C)CCCC(C)(C)N1O.CC1(C)CCCC(C)(C)N1O.COC[C@H](C)N.COC[C@H](C)N.COC[C@H](C)N.NC(N)=O.NC(N)=O" e_homo_ev=-7.957 e_tot_ha=-2286.10008 max_force_ev_per_a=2.1 orbital_gap_ev=8.28
C -0.0104 -3.8331 -3.1047
C 1.4167 -4.3587 -2.8546
C 1.3932 -5.7855 -2.3674
C 2.1640 -4.2902 -4.2050
C 2.6030 -2.9136 -4.6804
C 3.4018 -2.1674 -3.5767
C 2.6731 -2.2164 -2.2448
C 3.6704 -1.7685 -1.1774
C 1.5283 -1.1785 -2.2476
N 2.2457 -3.5746 -1.9457
O 1.9238 -3.7708 -0.5872
H -0.1124 -2.9902 -3.7820
H -0.6804 -4.6477 -3.3790
H -0.4113 -3.4402 -2.1575
H 2.4005 -6.1414 -2.1475
H 0.8438 -5.8489 -1.4260
H 0.9407 -6.4676 -3.0879
H 2.9662 -5.0387 -4.2089
H 1.5112 -4.6985 -4.9904
H 3.2566 -3.0352 -5.5422
H 1.7137 -2.3122 -4.8826
H 3.5642 -1.1513 -3.9359
H 4.3491 -2.7147 -3.5550
H 4.5357 -2.4343 -1.1249
H 3.2625 -1.7885 -0.1647
H 4.0227 -0.7504 -1.3501
H 0.9511 -1.2124 -1.3187
H 0.8502 -1.2803 -3.0893
H 1.9859 -0.1876 -2.2334
H 1.1223 -3.2422 -0.4275
C 0.6655 -0.2373 5.8568
C -0.5119 0.7497 5.9120
C -1.1455 0.7165 7.3113
C 0.1061 2.1361 5.6700
C -0.8982 3.2028 5.2835
C -1.6996 2.7181 4.0695
C -2.3610 1.3544 4.2478
C -3.5980 1.5431 5.1638
C -2.8270 0.9100 2.8725
N -1.4044 0.3984 4.8116
O -2.0608 -0.8190 5.0851
H 0.3305 -1.2093 6.2322
H 0.9713 -0.4407 4.8299
H 1.5114 0.1227 6.4428
H -2.1575 1.1263 7.3022
H -1.3064 -0.3219 7.6092
H -0.5670 1.2595 8.0541
H 0.6105 2.4569 6.5881
H 0.9274 2.0996 4.9469
H -1.5830 3.4375 6.1039
H -0.3888 4.1250 4.9941
H -0.9537 2.6874 3.2625
H -2.4240 3.4805 3.7787
H -3.6054 2.4548 5.7612
H -3.6928 0.6869 5.8339
H -4.5399 1.5225 4.6079
H -2.0099 0.8413 2.1493
H -3.6283 1.5581 2.5251
H -3.2184 -0.1141 2.8756
H -1.6616 -1.4689 4.4784
C -3.4562 1.2161 -4.9077
O -2.4811 1.2616 -3.8657
C -3.0196 1.3603 -2.5455
C -3.3840 0.0121 -1.9742
C -3.8262 0.0431 -0.5159
N -2.2759 -0.9716 -2.0690
H -3.9117 0.2210 -4.9134
H -2.9015 1.3113 -5.8393
H -4.1725 2.0251 -4.7630
H -2.2206 1.8755 -2.0099
H -3.9096 2.0064 -2.5770
H -4.2377 -0.3737 -2.5460
H -4.5319 0.8697 -0.3862
H -2.9610 0.2989 0.1036
H -4.2094 -0.9193 -0.1941
H -1.9462 -0.8350 -3.0228
H -1.5495 -0.6461 -1.4352
C -1.8763 -3.6667 0.0212
O -0.9831 -3.3484 1.0552
C -0.9657 -1.9660 1.3524
C -0.0885 -1.7342 2.5875
C 1.3815 -1.7707 2.1880
N -0.3873 -2.7745 3.6031
H -1.8330 -2.9354 -0.7929
H -2.9198 -3.7190 0.3574
H -1.6263 -4.6540 -0.3671
H -0.5208 -1.4914 0.4685
H -1.9639 -1.5400 1.5009
H -0.3056 -0.7537 3.0198
H 1.6190 -0.8860 1.5961
H 1.7290 -2.7175 1.7793
H 2.0010 -1.6020 3.0819
H -0.8023 -3.5495 3.0875
H 0.4823 -3.1933 3.9172
C -0.9650 3.4364 -7.5698
O -0.4128 3.7231 -6.3160
C 0.7028 2.8744 -6.0296
C 1.1534 3.1194 -4.6189
C 2.3236 2.2493 -4.1794
N 0.0459 2.9666 -3.6446
H -1.5125 2.4881 -7.5188
H -0.2597 3.3752 -8.4118
H -1.6122 4.2612 -7.8713
H 0.3517 1.8442 -6.1902
H 1.4900 3.0951 -6.7620
H 1.5111 4.1434 -4.4848
H 3.1743 2.4568 -4.8461
H 2.1880 1.1689 -4.2132
H 2.6840 2.5720 -3.2043
H -0.2612 2.0097 -3.4731
H -0.7630 3.3289 -4.1513
N 1.1403 2.6578 -0.7758
C 0.5066 1.6578 -0.1232
N 0.8022 1.5393 1.2014
O -0.3162 0.9062 -0.6504
H 0.8060 3.0066 -1.6655
H 1.7773 3.2143 -0.2299
H 1.4059 2.2565 1.5738
H 0.4162 0.7867 1.7322
N 2.8843 4.1623 4.7748
C 3.3652 3.2726 3.8479
N 4.4166 2.5131 4.2775
O 2.8769 3.1555 2.7378
H 2.1664 4.8034 4.4988
H 3.3749 4.2441 5.6453
H 4.8089 1.8911 3.5957
H 4.8231 2.6296 5.1852


[2]
6
Properties=species:S:1:pos:R:3 method="wB97M-V/def2-TZVPD" charge=0 e_homo_ev="-11.316 / -10.247" e_tot_ha=-1449.02216 max_force_ev_per_a=0.8 orbital_gap_ev="8.20 / 5.93"
N 0.2962 -0.7977 1.2228
O 0.2722 1.6679 1.3013
S 0.1639 0.5158 0.4641
Cl 0.7724 -0.3689 -3.1102
Cl -1.6975 0.6540 -0.6130
H 0.1929 -1.6712 0.7350


[3]
74
Properties=species:S:1:pos:R:3 method="wB97M-V/def2-TZVPD" charge=+4 e_homo_ev="-19.935 / -19.946" e_tot_ha=-2803.59063 max_force_ev_per_a=3.0 orbital_gap_ev="3.90 / 3.91"
Hf 0.1094 0.3013 0.0143
P 1.8284 1.9082 1.1503
P -1.6365 0.9290 2.0164
P -1.2041 2.4021 -1.0639
H 0.4491 -3.8145 -6.6436
C 0.5704 -2.8594 -7.1674
C 1.7748 -2.2585 -7.1386
H 2.5675 -2.6877 -6.5119
C 3.3067 1.0684 1.8417
C 1.4194 3.0890 2.4906
C 2.6199 3.0252 -0.0696
C -3.1815 0.0019 1.6828
C -1.2227 0.3561 3.6800
C -2.2084 2.6243 2.3962
C -0.9069 2.5901 -2.8497
C -0.9265 4.1230 -0.5116
C -3.0358 2.2307 -1.0839
H -0.2718 -2.5121 -7.7901
H 2.0389 -1.4363 -7.8299
H 3.3491 0.0361 1.4657
H 3.2618 1.0783 2.9436
H 4.2026 1.6164 1.5092
H 0.9883 2.5654 3.3540
H 0.7091 3.8449 2.1381
H 2.3397 3.5962 2.8115
H 2.9388 2.4373 -0.9395
H 3.4986 3.4819 0.4090
H 1.9326 3.8124 -0.4000
H -3.9248 0.2526 2.4530
H -2.9568 -1.0719 1.7233
H -3.5747 0.2539 0.6905
H -2.0498 0.6448 4.3363
H -0.2999 0.8344 4.0281
H -1.1107 -0.7316 3.6881
H -2.8054 2.5896 3.3158
H -2.8147 3.0412 1.5876
H -1.3450 3.2730 2.5776
H -1.6327 3.3172 -3.2236
H -1.0486 1.6358 -3.3624
H 0.1139 2.9400 -3.0263
H -1.4962 4.7950 -1.1653
H 0.1340 4.3774 -0.6011
H -1.2432 4.2742 0.5247
H -3.4241 2.8028 -1.9374
H -3.4973 2.5954 -0.1597
H -3.2937 1.1742 -1.2289
C 0.4421 -0.9836 -3.0918
C -0.9512 -1.0056 -3.3404
C -1.4604 -2.0660 -4.0801
C -0.6389 -3.1588 -4.4378
C 0.7074 -3.1807 -4.0553
C 1.2778 -2.0580 -3.4739
S 1.1806 0.3715 -2.3353
H -1.3400 -0.3747 -0.7147
H -1.6113 -0.2133 -2.9586
H -2.5092 -1.9950 -4.3985
H -1.0569 -3.9346 -5.0914
H 1.3392 -4.0289 -4.3150
H 2.3567 -1.9474 -3.3619
S 1.1655 -1.9870 0.5707
C 0.8717 -2.4076 2.2393
N 1.3264 -1.6220 3.2405
C 1.1407 -1.9811 4.6576
C 1.2732 -3.4765 4.8180
C 0.2823 -4.1641 3.9144
N 0.3023 -3.5796 2.5584
H 1.5514 -0.6526 3.0009
H 0.1456 -1.6592 4.9833
H 1.8768 -1.4319 5.2566
H 1.1179 -3.7534 5.8672
H 2.2688 -3.7764 4.5031
H -0.7260 -4.0601 4.3366
H 0.5049 -5.2313 3.8135
H 0.1213 -4.1895 1.7707


[4]
56
Properties=species:S:1:pos:R:3 method="wB97M-V/def2-TZVPD" charge=0 smiles="COc1cc(C(=O)NCC2(c3ccccc3)CCCC2)ccc1OC(C)C" e_homo_ev=-8.180 e_tot_ha=-1174.31635 max_force_ev_per_a=0.6 orbital_gap_ev=8.78
C -3.1008 -3.2621 1.1405
O -3.7864 -2.1175 0.7033
C -3.1017 -0.9414 0.6196
C -1.7621 -0.7815 0.9148
C -1.1558 0.4732 0.8114
C 0.2832 0.6972 1.1229
O 0.7016 1.7525 1.5622
N 1.0896 -0.3661 0.8759
C 2.5204 -0.2898 0.9978
C 3.2721 -0.0953 -0.3405
C 4.7339 0.0217 0.0408
C 5.5537 -1.0992 0.1068
C 6.8793 -0.9897 0.4893
C 7.4088 0.2434 0.8242
C 6.5971 1.3636 0.7843
C 5.2725 1.2522 0.4018
C 2.7551 1.1414 -1.0977
C 1.5957 0.6670 -1.9807
C 1.7708 -0.8505 -2.1547
C 3.0028 -1.2447 -1.3295
C -1.9161 1.5607 0.4172
C -3.2569 1.4112 0.1029
C -3.8692 0.1708 0.1925
O -5.1602 -0.1103 -0.1003
C -6.0682 0.9299 -0.4365
C -6.5015 1.7015 0.8103
C -7.2588 0.2476 -1.1026
H -2.2844 -3.5303 0.4604
H -2.7027 -3.1349 2.1531
H -3.8390 -4.0625 1.1441
H -1.1869 -1.6219 1.2711
H 0.7128 -1.1549 0.3781
H 2.8879 -1.2009 1.4836
H 2.7307 0.5637 1.6475
H 5.1609 -2.0739 -0.1402
H 7.4992 -1.8738 0.5280
H 8.4437 0.3297 1.1207
H 6.9959 2.3303 1.0552
H 4.6522 2.1345 0.3891
H 3.5601 1.5329 -1.7219
H 2.4321 1.9244 -0.4146
H 0.6389 0.8909 -1.5084
H 1.6092 1.1800 -2.9419
H 0.8792 -1.3809 -1.8159
H 1.9153 -1.1130 -3.2027
H 3.8652 -1.3408 -1.9910
H 2.8604 -2.1987 -0.8209
H -1.4464 2.5301 0.3566
H -3.8149 2.2785 -0.2114
H -5.5986 1.6144 -1.1583
H -7.1879 2.4977 0.5352
H -7.0004 1.0256 1.5006
H -5.6426 2.1357 1.3163
H -6.9311 -0.2953 -1.9849
H -7.7082 -0.4592 -0.4106
H -7.9996 0.9870 -1.3929


[5]
21
Properties=species:S:1:pos:R:3 method="wB97M-V/def2-TZVPD" charge=0 e_homo_ev="-9.391 / -8.388" e_tot_ha=-785.44922 max_force_ev_per_a=3.8 orbital_gap_ev="8.23 / 7.33"
C -1.7997 0.5714 1.2913
C 2.9800 0.1049 1.6431
C -1.9187 0.0008 -0.1395
C -1.3028 0.9822 -1.1417
N 1.8675 0.6160 0.9176
N -0.2969 -2.3287 -1.8988
O 0.0314 1.2807 -0.7212
F 2.3174 0.3954 -1.7486
P 1.1908 0.2098 -0.4667
H -1.8870 1.5903 1.3311
H -2.5104 0.0547 1.9984
H -0.7380 0.4477 1.5735
H 3.8501 -0.0340 1.0092
H 2.7758 -0.7292 2.2866
H 2.9918 1.0136 2.3279
H -2.8601 -0.2225 -0.5495
H -1.3184 -0.8559 -0.3949
H -1.3629 0.5318 -2.1899
H -1.8032 2.0274 -1.1483
H -0.3493 -2.8242 -2.7948
H 0.1426 -2.8322 -1.1846


Energy above the lowest of the compared OMol25 structures with the same formula, charge and spin values, unit kJ/mol, following the record order: 0.0 206.2 0.0 157.6 454.7.